# 1
This record from the OMol25 dataset describes one molecule with the formula C5H7Cl in a non-equilibrium geometry. The level of theory is the ωB97M-V functional and the def2-TZVPD basis.

XYZ file:
```
13
Properties=species:S:1:pos:R:3:forces:R:3:lowdin_charge:R:1
Cl -1.998 -0.279 1.490 -1.1 -0.1 1.1 0.6211
C -0.662 0.671 0.818 -0.8 -0.1 -1.4 -0.6848
C 0.573 -0.008 1.213 1.8 0.1 0.1 -0.2019
C 1.157 -0.725 0.265 -1.5 0.7 -1.7 -0.0579
C 0.324 -0.555 -1.086 3.6 -1.6 -0.7 -0.1809
C -0.755 0.438 -0.720 0.8 1.2 0.2 -0.2454
H -0.785 1.752 1.027 0.1 -0.8 0.4 0.1148
H 1.080 0.111 2.147 -0.3 0.1 0.8 0.0986
H 2.106 -1.236 0.395 -0.3 -0.1 -0.3 0.0990
H 0.041 -1.541 -1.527 -0.3 0.6 0.7 0.1016
H 1.135 -0.232 -1.895 -1.9 0.0 1.5 0.1353
H -0.441 1.411 -1.104 -0.4 -0.1 -0.6 0.1085
H -1.774 0.194 -1.022 0.3 0.1 -0.1 0.0920
```
Forces are in eV/Å.

SMILES string: Cl[C@H]1C=CCC1
Energy relative to the best compared isomer or geometry (same formula, charge and spin) in kJ/mol: 49.96
HOMO in eV: -9.515
Orbital gap in eV: 10.5
E_tot in eV: -17819.96071

---

# 2
This record from the OMol25 dataset describes an isolated ion of composition C5H14N and charge +1 in a non-equilibrium geometry. The level of theory is the ωB97M-V functional and the def2-TZVPD basis.

XYZ file:
```
20
Properties=species:S:1:pos:R:3:forces:R:3:lowdin_charge:R:1
C 0.478 1.601 0.554 2.4 -4.0 2.2 -0.0539
C -0.476 0.690 -0.248 0.1 0.1 1.0 -0.4519
C -1.107 1.531 -1.325 2.5 1.9 -1.1 -0.0585
C -0.075 -0.638 -0.835 1.0 1.1 -2.0 -0.2040
C 0.597 -1.654 0.005 3.0 -1.6 -1.3 -0.1627
N 0.411 -1.646 1.479 -0.6 -2.7 2.2 0.1673
H 0.153 2.551 0.520 -1.0 3.3 -0.5 0.0135
H 1.623 1.623 0.344 -2.0 -0.4 0.3 0.1248
H 0.254 1.376 1.669 1.1 0.2 -1.3 0.0955
H -1.120 0.203 0.470 -1.5 1.4 0.7 0.1102
H -2.054 1.187 -1.587 -1.7 -0.2 -0.7 0.0623
H -1.029 2.661 -1.165 -0.8 -1.7 0.3 0.1131
H -0.412 1.479 -2.223 -0.9 -0.3 0.7 0.1112
H -0.956 -1.127 -1.258 -0.1 0.4 0.0 0.1347
H 0.547 -0.341 -1.692 0.3 -0.9 0.0 0.1331
H 1.763 -1.790 -0.170 -2.4 0.7 0.4 0.1838
H 0.196 -2.631 -0.302 0.3 0.3 0.2 0.1291
H 0.013 -2.661 1.686 1.3 2.8 0.4 0.2372
H 1.257 -1.434 2.000 1.2 -1.2 -0.4 0.1645
H -0.063 -0.979 2.076 -2.0 0.7 -1.1 0.1509
```
Forces are in eV/Å.

SMILES string: CC(C)CC[NH3+]
Energy relative to the best compared isomer or geometry (same formula, charge and spin) in kJ/mol: 242.96
HOMO in eV: -14.582
Orbital gap in eV: 10.6
E_tot in eV: -6893.34375
Total charge: +1

---

# 3
This record from the OMol25 dataset describes a 9-piece molecular cluster, C24H72N6O9 overall in a non-equilibrium geometry. The level of theory is the ωB97M-V functional and the def2-TZVPD basis.

XYZ file:
```
111
Properties=species:S:1:pos:R:3:forces:R:3:lowdin_charge:R:1
C 36.241 -32.176 2.159 0.2 -1.1 -0.1 -0.1336
O 35.411 -31.294 1.496 -1.7 0.5 -0.1 -0.1811
C 34.799 -30.336 2.330 -1.0 2.1 -0.5 -0.1936
C 33.574 -29.573 1.621 1.7 1.2 -1.8 -0.3726
C 34.063 -28.861 0.298 0.7 -2.1 0.1 -0.0663
N 33.054 -28.459 2.389 0.3 -1.2 2.0 0.0156
H 35.824 -32.458 3.126 0.3 0.1 0.3 0.0886
H 37.272 -31.825 2.205 0.1 0.2 0.4 0.0876
H 36.258 -33.092 1.568 0.1 -0.1 -0.1 0.0857
H 34.390 -30.589 3.309 -0.1 -1.4 0.0 0.1164
H 35.597 -29.656 2.627 0.0 0.8 -0.2 0.1164
H 32.792 -30.298 1.396 0.0 -0.2 0.1 0.1196
H 33.342 -28.277 -0.274 -0.4 0.0 0.5 0.0500
H 34.434 -29.639 -0.370 0.3 0.0 -0.4 0.0557
H 34.913 -28.233 0.564 0.0 0.1 -0.1 0.0735
H 33.849 -28.062 2.870 0.0 0.3 0.4 0.0607
H 32.716 -27.719 1.791 -0.2 0.2 -0.2 -0.0079
C 34.540 -26.660 -3.475 0.0 -0.5 0.5 -0.0835
O 34.842 -28.042 -3.272 -1.1 0.0 1.3 -0.2394
C 35.442 -28.724 -4.359 0.4 -0.2 0.6 -0.1608
C 35.660 -30.210 -3.972 -1.2 -0.3 0.3 -0.4314
C 36.519 -31.041 -4.873 1.1 1.3 -1.5 -0.0828
N 34.376 -30.915 -3.998 -0.2 0.4 0.0 0.0458
H 33.851 -26.536 -4.310 0.4 0.2 -0.5 0.0783
H 35.453 -26.064 -3.484 0.1 0.1 -0.7 0.0994
H 33.987 -26.282 -2.615 0.0 -0.4 0.3 0.0677
H 34.743 -28.580 -5.183 0.5 -0.4 -0.7 0.1345
H 36.417 -28.246 -4.454 0.2 0.0 -0.9 0.1279
H 36.133 -30.250 -2.991 -0.1 0.5 0.4 0.1333
H 36.699 -32.072 -4.567 -0.2 0.2 0.2 0.0832
H 37.469 -30.523 -5.007 0.4 -0.3 0.2 0.0756
H 36.096 -31.018 -5.878 -0.2 -0.4 0.0 0.0835
H 34.515 -31.860 -3.668 -0.3 0.0 0.2 0.0743
H 33.651 -30.439 -3.481 0.0 -0.3 0.2 0.0352
C 25.141 -29.069 -0.083 1.7 -1.3 -0.1 -0.0683
O 26.120 -29.803 0.714 -0.8 0.6 -0.4 -0.2148
C 27.177 -29.025 1.246 1.0 -0.5 -0.6 -0.1808
C 28.243 -28.434 0.215 -1.5 -1.0 -1.3 -0.3812
C 28.618 -29.370 -1.002 -1.2 -0.7 0.9 -0.0528
N 29.545 -28.134 0.830 -2.0 0.6 0.4 0.0510
H 24.585 -28.279 0.421 0.2 -0.1 0.3 0.0873
H 24.487 -29.854 -0.463 -0.2 0.3 0.1 0.0885
H 25.719 -28.683 -0.922 -0.4 0.5 -0.3 0.0576
H 26.719 -28.251 1.863 0.5 0.4 0.1 0.1181
H 27.732 -29.722 1.873 -0.1 0.0 0.3 0.1181
H 27.690 -27.616 -0.247 0.7 0.8 0.2 0.1057
H 27.817 -30.036 -1.322 -0.3 0.1 -0.1 0.0661
H 29.383 -30.048 -0.623 0.2 -0.2 -0.3 0.0637
H 28.996 -28.854 -1.885 0.1 0.3 0.2 0.0613
H 29.907 -29.074 0.758 1.3 0.5 0.4 0.0521
H 29.953 -27.507 0.151 0.9 -0.2 0.0 0.0325
C 28.360 -24.362 -7.332 0.0 0.6 0.5 -0.0766
O 28.898 -24.276 -5.989 -1.0 0.2 -1.7 -0.2078
C 30.293 -24.145 -6.044 1.5 0.2 0.8 -0.1978
C 30.761 -23.952 -4.546 0.3 -0.1 -0.6 -0.3578
C 32.246 -23.835 -4.157 0.4 -0.2 -1.9 -0.0462
N 30.244 -25.152 -3.927 -0.7 -0.4 1.4 0.0256
H 28.633 -25.254 -7.895 0.1 -0.4 0.4 0.0878
H 28.723 -23.532 -7.937 0.1 0.3 0.1 0.0803
H 27.275 -24.263 -7.291 0.1 -0.2 0.3 0.0870
H 30.704 -25.089 -6.402 0.3 -0.3 0.1 0.1170
H 30.623 -23.429 -6.796 -0.2 0.7 0.2 0.1185
H 30.322 -23.072 -4.075 -0.7 0.0 -0.3 0.1356
H 32.790 -23.007 -4.610 -0.5 0.6 0.1 0.0755
H 32.784 -24.638 -4.661 0.1 -0.6 0.6 0.0569
H 32.411 -23.796 -3.081 -0.2 -0.3 -0.1 0.0738
H 30.615 -25.988 -4.356 0.9 0.0 -0.2 0.0396
H 29.287 -25.255 -4.234 -0.4 0.3 0.4 0.0466
C 24.127 -22.346 -1.134 1.1 -0.3 -0.1 -0.0847
O 25.102 -23.414 -1.037 -0.8 1.1 -0.2 -0.1717
C 24.857 -24.278 -2.102 0.7 -2.4 0.0 -0.2437
C 25.879 -25.484 -2.100 -0.7 0.2 -1.2 -0.3759
C 27.283 -25.024 -2.445 0.3 -0.4 0.4 -0.0766
N 25.415 -26.471 -3.145 -0.3 0.5 0.5 0.0298
H 24.278 -21.870 -2.103 0.0 0.4 0.0 0.0823
H 24.309 -21.637 -0.326 0.0 -0.1 -0.1 0.0886
H 23.096 -22.699 -1.130 0.0 -0.3 0.3 0.0833
H 23.848 -24.676 -1.992 -0.2 -0.3 -0.1 0.1176
H 24.913 -23.849 -3.102 0.1 0.7 -0.1 0.1192
H 25.819 -25.967 -1.125 0.1 -0.1 0.0 0.1198
H 27.954 -25.876 -2.556 -0.1 -0.3 0.2 0.0528
H 27.742 -24.415 -1.667 -0.1 0.4 -0.2 0.0871
H 27.287 -24.569 -3.436 0.0 0.5 0.1 0.0742
H 26.043 -27.252 -3.269 0.3 -0.3 0.8 0.0505
H 25.490 -26.069 -4.069 -0.3 0.7 -0.2 0.0548
C 31.641 -21.184 1.529 -0.6 0.0 0.7 -0.1417
O 32.429 -22.326 1.648 1.5 -1.5 -1.0 -0.2014
C 31.857 -23.588 1.190 0.8 0.1 0.3 -0.1287
C 32.816 -24.875 1.323 -0.9 1.2 1.0 -0.3978
C 34.020 -24.899 0.412 0.2 1.1 0.3 -0.0503
N 32.089 -26.108 1.113 -0.3 0.6 -0.5 0.0136
H 32.129 -20.329 1.997 0.4 -0.3 0.3 0.0835
H 30.751 -21.406 2.117 -0.7 0.5 -0.3 0.0836
H 31.422 -20.813 0.528 -0.2 -0.6 -0.4 0.0821
H 30.939 -23.702 1.767 -0.1 -0.5 0.2 0.1108
H 31.565 -23.566 0.141 0.0 0.4 -0.3 0.1109
H 33.114 -24.996 2.365 0.5 0.8 0.2 0.1342
H 33.788 -24.771 -0.645 -0.5 -0.8 -0.2 0.0622
H 34.546 -25.814 0.687 0.3 0.1 -0.6 0.0717
H 34.643 -24.013 0.532 0.3 -0.1 0.7 0.0790
H 31.205 -26.072 1.600 -0.3 -0.3 0.0 0.0799
H 31.923 -26.190 0.120 -0.5 -0.2 -0.1 0.0171
O 30.750 -27.731 -5.313 -0.2 0.5 -0.7 -0.0560
H 31.040 -28.192 -4.526 0.3 -0.5 0.5 -0.0246
H 29.794 -27.751 -5.265 -0.3 -0.1 -0.2 0.0443
O 31.192 -26.402 -1.511 0.2 -0.5 0.6 -0.0652
H 30.774 -25.757 -2.082 -0.5 0.6 -0.9 0.0047
H 31.655 -26.988 -2.110 0.0 -0.3 -0.3 0.0055
O 31.951 -28.853 -3.229 -0.3 0.0 0.3 -0.0335
H 32.863 -28.579 -3.124 1.0 0.2 -0.1 0.0177
H 31.778 -29.408 -2.469 -0.3 -0.2 0.3 0.0727
```
Forces are in eV/Å.

SMILES string: COC[C@H](C)N.COC[C@H](C)N.COC[C@H](C)N.COC[C@H](C)N.COC[C@H](C)N.COC[C@H](C)N.O.O.O
Energy relative to the best compared isomer or geometry (same formula, charge and spin) in kJ/mol: 295.25
HOMO in eV: -8.147
Orbital gap in eV: 8.5
E_tot in eV: -53418.38837

---

What did the first record say?
This record from the OMol25 dataset describes one molecule with the formula C5H7Cl in a non-equilibrium geometry. The level of theory is the ωB97M-V functional and the def2-TZVPD basis.

XYZ file:
```
13
Properties=species:S:1:pos:R:3:forces:R:3:lowdin_charge:R:1
Cl -1.998 -0.279 1.490 -1.1 -0.1 1.1 0.6211
C -0.662 0.671 0.818 -0.8 -0.1 -1.4 -0.6848
C 0.573 -0.008 1.213 1.8 0.1 0.1 -0.2019
C 1.157 -0.725 0.265 -1.5 0.7 -1.7 -0.0579
C 0.324 -0.555 -1.086 3.6 -1.6 -0.7 -0.1809
C -0.755 0.438 -0.720 0.8 1.2 0.2 -0.2454
H -0.785 1.752 1.027 0.1 -0.8 0.4 0.1148
H 1.080 0.111 2.147 -0.3 0.1 0.8 0.0986
H 2.106 -1.236 0.395 -0.3 -0.1 -0.3 0.0990
H 0.041 -1.541 -1.527 -0.3 0.6 0.7 0.1016
H 1.135 -0.232 -1.895 -1.9 0.0 1.5 0.1353
H -0.441 1.411 -1.104 -0.4 -0.1 -0.6 0.1085
H -1.774 0.194 -1.022 0.3 0.1 -0.1 0.0920
```
Forces are in eV/Å.

SMILES string: Cl[C@H]1C=CCC1
Energy relative to the best compared isomer or geometry (same formula, charge and spin) in kJ/mol: 49.96
HOMO in eV: -9.515
Orbital gap in eV: 10.5
E_tot in eV: -17819.96071

---

What is the formula in the second record? C5H14N

---

Please write out number 1 again, unchanged.
This record from the OMol25 dataset describes one molecule with the formula C5H7Cl in a non-equilibrium geometry. The level of theory is the ωB97M-V functional and the def2-TZVPD basis.

XYZ file:
```
13
Properties=species:S:1:pos:R:3:forces:R:3:lowdin_charge:R:1
Cl -1.998 -0.279 1.490 -1.1 -0.1 1.1 0.6211
C -0.662 0.671 0.818 -0.8 -0.1 -1.4 -0.6848
C 0.573 -0.008 1.213 1.8 0.1 0.1 -0.2019
C 1.157 -0.725 0.265 -1.5 0.7 -1.7 -0.0579
C 0.324 -0.555 -1.086 3.6 -1.6 -0.7 -0.1809
C -0.755 0.438 -0.720 0.8 1.2 0.2 -0.2454
H -0.785 1.752 1.027 0.1 -0.8 0.4 0.1148
H 1.080 0.111 2.147 -0.3 0.1 0.8 0.0986
H 2.106 -1.236 0.395 -0.3 -0.1 -0.3 0.0990
H 0.041 -1.541 -1.527 -0.3 0.6 0.7 0.1016
H 1.135 -0.232 -1.895 -1.9 0.0 1.5 0.1353
H -0.441 1.411 -1.104 -0.4 -0.1 -0.6 0.1085
H -1.774 0.194 -1.022 0.3 0.1 -0.1 0.0920
```
Forces are in eV/Å.

SMILES string: Cl[C@H]1C=CCC1
Energy relative to the best compared isomer or geometry (same formula, charge and spin) in kJ/mol: 49.96
HOMO in eV: -9.515
Orbital gap in eV: 10.5
E_tot in eV: -17819.96071

---

Which value of E_tot does entry 1 give? -17819.96071 eV